DFT (the ωB97M-V functional and the def2-TZVPD basis) results for a molecular structure, C20H48As3LiN3O at a distorted geometry.

Calculated values
E_LUMO, eV: 2.463
Total charge: -1
HOMO, Ha: -0.092

```
76
C20H48As3LiN3O, DFT the ωB97M-V functional and the def2-TZVPD basis
Li 10.697 2.457 13.683
C 10.350 6.516 12.022
As 10.700 4.668 11.334
C 8.887 4.112 11.728
C 7.135 -0.047 11.372
C 7.337 -1.426 12.003
C 7.431 -2.553 10.916
C 8.577 -1.481 12.967
As 9.852 0.011 12.805
C 11.419 -1.174 13.135
C 10.152 0.091 10.899
C 6.031 -1.581 12.813
As 5.752 0.183 13.662
C 4.593 1.317 12.561
C 4.137 -0.300 14.866
H 9.711 7.076 11.337
H 11.223 7.117 12.163
H 9.747 6.443 12.932
H 8.198 4.534 11.040
H 8.603 4.384 12.769
H 8.800 3.020 11.602
H 8.008 0.361 10.829
H 6.297 -0.154 10.652
H 8.288 -2.355 10.287
H 6.474 -2.602 10.325
H 7.564 -3.546 11.376
H 9.153 -2.367 12.733
H 8.252 -1.585 13.986
H 11.393 -2.044 12.454
H 11.395 -1.490 14.172
H 12.386 -0.684 13.021
H 9.770 -0.781 10.355
H 11.215 -0.031 10.681
H 9.766 0.999 10.517
H 5.974 -2.447 13.549
H 5.140 -1.638 12.133
H 5.182 1.938 11.904
H 3.967 1.923 13.188
H 3.948 0.696 11.923
H 4.420 -0.906 15.761
H 3.475 -0.968 14.331
H 3.583 0.578 15.204
C 7.015 3.212 15.214
N 8.205 2.781 15.906
C 8.247 1.346 16.179
C 9.393 3.416 15.737
O 10.447 2.828 15.505
N 9.267 4.788 15.812
C 10.466 5.542 15.446
C 8.477 5.426 16.861
H 7.028 2.926 14.186
H 6.865 4.299 15.267
H 6.139 2.699 15.580
H 7.268 1.035 16.510
H 8.957 1.149 16.993
H 8.504 0.724 15.313
H 10.898 5.213 14.514
H 11.284 5.477 16.193
H 10.306 6.591 15.374
H 7.690 4.774 17.202
H 8.019 6.349 16.475
H 9.108 5.690 17.737
C 13.540 2.836 11.527
C 13.009 3.634 12.717
C 13.373 2.924 14.032
C 13.687 5.058 12.780
N 11.544 3.831 12.752
H 14.547 2.487 11.599
H 13.339 3.417 10.642
H 12.816 2.058 11.386
H 14.444 2.786 14.081
H 12.931 1.936 13.994
H 12.892 3.460 14.844
H 14.782 5.002 12.801
H 13.287 5.564 13.692
H 13.385 5.686 11.943
```